# 1
This record from the Open Molecules 2025 dataset describes 2 unconnected molecules or ions with the total composition CH4IN3 at a distorted geometry. The level of theory is ωB97M-V/def2-TZVPD.

Geometry as XYZ:
```
9
CH4IN3, DFT ωB97M-V/def2-TZVPD
C 1.128 -1.218 0.745
N 1.315 -0.024 0.594
N 1.643 1.029 0.524
N -1.060 0.747 -1.180
I -2.099 0.526 0.589
H 0.687 -1.317 1.730
H -1.769 0.420 -1.780
H 0.927 -1.883 -0.045
H -0.771 1.719 -1.177
```

The highest occupied orbital energy comes out at -8.4 eV. The spin multiplicity is 1. The value obtained for the gap between HOMO and LUMO is 8.26 eV. The calculation puts the strongest force on any atom at 0.103 Eh/bohr.

=====

# 2
This record from the Open Molecules 2025 dataset describes a molecular structure, C3H2Li2O3Sc at a distorted geometry. The level of theory is ωB97M-V/def2-TZVPD.

Geometry as XYZ:
```
11
C3H2Li2O3Sc, DFT ωB97M-V/def2-TZVPD
C 1.700 -0.417 0.363
C 0.580 0.273 0.156
O 2.686 -1.020 0.575
H 0.411 0.655 -0.841
H 0.289 0.991 0.911
Sc 1.549 -4.143 2.497
Li 3.455 -2.596 1.363
O -1.859 -0.597 0.084
C -2.338 -1.355 -0.696
O -3.177 -1.472 -1.496
Li -3.666 0.060 0.139
```

The highest occupied orbital energy (spin up / spin down) comes out at -13.2 / -13.0 eV. The total charge is +2. The spin multiplicity is 2. The expectation value of S² is 0.751. The value obtained for the gap between HOMO and LUMO (spin up / spin down) is 4.34 / 4.14 eV. The calculation puts the strongest force on any atom at 0.083 Eh/bohr.

=====

# 3
This record from the Open Molecules 2025 dataset describes 2 unconnected molecules or ions with the total composition C16H25BrINO6. The level of theory is ωB97M-V/def2-TZVPD.

Geometry as XYZ:
```
50
C16H25BrINO6, DFT ωB97M-V/def2-TZVPD
O 5.473 0.958 -1.215
C 4.338 1.219 -0.923
O 3.856 0.853 0.289
C 3.372 1.908 -1.863
C 2.532 0.909 -2.677
C 1.417 0.167 -1.932
C 0.053 0.861 -1.808
C -0.791 0.241 -0.683
C -1.293 -1.162 -0.958
C -2.005 -1.931 0.135
O -2.121 -3.112 0.086
I -2.793 -0.927 1.864
O -1.884 1.157 -0.506
C -1.525 2.363 -1.016
O -2.323 3.232 -1.218
C -0.038 2.339 -1.356
C 0.346 3.485 -2.282
C 1.014 4.668 -1.554
C 1.955 5.433 -2.468
Br 2.371 7.183 -1.742
H 2.967 1.202 0.420
H 2.752 2.604 -1.294
H 3.999 2.467 -2.557
H 2.132 1.412 -3.558
H 3.231 0.160 -3.061
H 1.770 -0.134 -0.940
H 1.251 -0.769 -2.471
H -0.499 0.737 -2.745
H -0.191 0.237 0.239
H -1.938 -1.151 -1.841
H -0.427 -1.785 -1.199
H 0.481 2.375 -0.388
H -0.576 3.867 -2.726
H 0.970 3.142 -3.106
H 1.563 4.319 -0.675
H 0.252 5.353 -1.178
H 2.907 4.918 -2.583
H 1.530 5.580 -3.460
C -2.769 -6.687 5.351
C -2.844 -5.212 5.677
O -2.857 -4.807 6.826
N -2.898 -4.347 4.630
C -2.891 -4.642 3.210
H -2.733 -7.238 6.285
H -3.644 -7.006 4.783
H -1.874 -6.913 4.770
H -2.947 -3.380 4.911
H -2.036 -4.170 2.725
H -3.798 -4.264 2.736
H -2.835 -5.712 3.042
```

Its SMILES is O=C(O)CCC[C@H]1[C@H](CC(=O)I)OC(=O)[C@@H]1CCCBr.CNC(C)=O. The highest occupied orbital energy comes out at -9.4 eV. The spin multiplicity is 1. The value obtained for the gap between HOMO and LUMO is 9.30 eV. The calculation puts the strongest force on any atom at 0.012 Eh/bohr.

=====

# 4
This record from the Open Molecules 2025 dataset describes a molecular structure, C25H18FeN5O4 at a distorted geometry. The level of theory is ωB97M-V/def2-TZVPD.

Geometry as XYZ:
```
53
C25H18FeN5O4, DFT ωB97M-V/def2-TZVPD
Fe 0.801 -0.304 -0.629
O 2.326 -1.040 3.174
C 2.177 -0.821 1.999
N 1.203 -0.063 1.395
C 0.645 1.001 2.068
O 0.409 1.104 3.243
C 0.492 2.177 1.121
C 0.025 3.393 1.601
C 0.125 4.511 0.785
C 0.716 4.374 -0.462
C 1.118 3.110 -0.874
N 0.986 2.032 -0.114
C 3.207 -1.262 0.973
C 4.354 -1.930 1.386
C 5.352 -2.172 0.456
C 5.172 -1.741 -0.851
C 3.982 -1.109 -1.183
N 3.025 -0.877 -0.296
H -0.369 3.435 2.604
H -0.237 5.473 1.118
H 0.876 5.227 -1.104
H 1.578 2.960 -1.843
H 4.444 -2.222 2.423
H 6.260 -2.677 0.746
H 5.937 -1.880 -1.597
H 3.796 -0.766 -2.193
O -4.600 4.818 -0.335
C -5.152 3.609 -0.509
O -6.336 3.475 -0.609
C -4.206 2.440 -0.567
C -2.898 2.560 -1.029
C -2.076 1.458 -1.072
C -2.519 0.214 -0.614
C -3.843 0.087 -0.179
C -4.676 1.185 -0.181
N -1.571 -0.804 -0.609
C -1.887 -2.042 -0.520
C -0.880 -3.078 -0.484
C -1.277 -4.402 -0.279
C -0.323 -5.403 -0.282
C 1.002 -5.047 -0.492
C 1.310 -3.704 -0.665
N 0.409 -2.732 -0.663
H -3.642 4.810 -0.209
H -2.520 3.507 -1.388
H -1.072 1.529 -1.475
H -4.218 -0.863 0.171
H -5.705 1.095 0.129
H -2.922 -2.390 -0.492
H -2.319 -4.627 -0.115
H -0.600 -6.433 -0.130
H 1.781 -5.791 -0.525
H 2.335 -3.403 -0.824
```

The highest occupied orbital energy (spin up / spin down) comes out at -11.9 / -11.9 eV. The total charge is +1. The spin multiplicity is 5. The expectation value of S² is 6.008. The value obtained for the gap between HOMO and LUMO (spin up / spin down) is 7.59 / 7.54 eV. The calculation puts the strongest force on any atom at 0.041 Eh/bohr.

=====

For reference, ΔE to the lowest compared entry with this formula, charge and spin by record: 13.7 0.0 0.0 32.5 kcal per mole.